10 unconnected molecules or ions with the total composition C60H150N10O20. Source: OMol25; level of theory: wB97M-V/def2-TZVPD.

Structure (XYZ):
```
240
Properties=species:S:1:pos:R:3:forces:R:3
C -0.276 -1.676 -6.528 -1.24 -1.13 0.41
O 1.078 -1.865 -6.735 0.61 0.48 0.69
C 1.729 -0.633 -6.829 1.75 0.20 -2.26
C 3.258 -0.902 -6.899 -0.41 0.04 2.43
N 3.606 -2.024 -7.668 1.16 -1.43 -1.16
C 5.089 -2.265 -7.659 -1.88 -0.19 -1.27
C 5.296 -3.666 -8.271 0.60 0.75 2.40
O 4.476 -4.577 -7.510 1.14 -0.64 -1.00
C 4.539 -5.859 -8.164 0.23 -0.56 2.04
H -0.675 -2.703 -6.475 -0.20 0.42 0.57
H -0.773 -1.267 -7.394 -0.09 0.66 -0.47
H -0.528 -1.052 -5.634 0.29 -0.57 -0.47
H 1.479 0.089 -6.065 -0.14 -0.05 0.65
H 1.459 -0.157 -7.800 -0.12 -0.17 0.35
H 3.643 -1.054 -5.820 -0.39 0.57 -1.03
H 3.800 -0.099 -7.373 -0.08 0.92 0.34
H 3.106 -2.878 -7.428 0.25 0.37 0.19
H 5.497 -2.157 -6.653 0.16 -0.25 0.19
H 5.554 -1.495 -8.312 -0.10 -0.45 0.38
H 6.386 -3.911 -8.212 -0.74 -0.21 -0.03
H 4.971 -3.695 -9.275 -0.30 0.15 -1.32
H 5.568 -6.219 -8.274 0.20 0.45 -0.26
H 4.071 -5.801 -9.136 -0.40 -0.31 -0.17
H 4.140 -6.632 -7.441 -0.32 0.97 -1.06
C 2.021 -3.774 -3.324 0.48 -0.53 -1.43
O 3.052 -3.680 -2.368 -0.29 0.19 1.12
C 4.011 -2.712 -2.724 -0.50 1.61 0.04
C 4.807 -2.243 -1.501 -0.04 -2.16 0.04
N 5.794 -1.249 -1.813 0.76 0.73 -1.24
C 6.637 -0.869 -0.691 0.42 0.29 0.52
C 7.557 0.297 -1.040 -1.54 -0.28 -1.54
O 7.930 1.030 0.061 0.54 0.00 0.88
C 8.463 2.323 -0.193 0.36 -1.14 -1.14
H 1.660 -2.745 -3.597 0.09 -0.85 0.03
H 1.148 -4.430 -3.034 1.34 0.80 0.34
H 2.538 -4.274 -4.203 -1.12 0.67 0.37
H 3.518 -1.766 -3.059 -0.08 -0.56 -0.15
H 4.590 -3.042 -3.576 0.57 -0.33 -0.22
H 5.225 -3.160 -0.997 -0.11 0.59 -0.23
H 4.040 -1.855 -0.834 0.23 0.35 0.34
H 6.417 -1.481 -2.629 -1.12 -0.05 1.13
H 7.290 -1.705 -0.427 -0.21 -0.20 0.67
H 6.050 -0.505 0.167 -0.10 -0.57 -0.23
H 6.980 0.894 -1.736 -0.37 0.62 -0.24
H 8.337 -0.108 -1.667 1.19 0.03 0.07
H 7.673 3.051 -0.224 -0.35 0.57 0.56
H 8.914 2.380 -1.199 0.12 -0.22 0.27
H 9.247 2.461 0.540 -0.13 0.56 0.23
C 1.047 -5.171 -6.488 0.89 -0.11 -0.09
O 0.702 -6.180 -5.579 -1.36 -0.16 0.70
C -0.414 -5.786 -4.734 0.89 -0.23 -1.12
C -0.620 -6.799 -3.664 0.89 -1.78 -0.04
N -1.654 -6.483 -2.732 -0.90 1.10 0.36
C -1.304 -5.904 -1.456 1.74 0.35 -0.10
C -2.434 -5.904 -0.454 -0.08 0.02 -0.62
O -2.074 -5.170 0.659 0.24 0.68 1.26
C -1.491 -5.923 1.694 0.24 0.17 1.25
H 0.333 -5.005 -7.272 -0.87 0.08 -0.33
H 1.949 -5.491 -6.984 0.39 -0.24 -0.16
H 1.304 -4.222 -6.028 -0.25 0.24 0.33
H -1.362 -5.685 -5.251 -0.08 0.16 -0.64
H -0.115 -4.839 -4.357 -0.25 1.06 0.62
H 0.354 -6.964 -3.148 -0.31 -0.21 -0.26
H -0.958 -7.754 -4.164 0.76 0.84 0.41
H -2.119 -7.317 -2.507 -0.90 -1.19 0.03
H -1.021 -4.838 -1.568 0.15 -0.52 -0.07
H -0.409 -6.474 -1.030 -0.81 0.83 -0.16
H -2.618 -6.885 -0.092 -0.59 -1.38 -0.14
H -3.356 -5.476 -0.856 0.10 -0.04 -0.21
H -2.071 -6.770 2.107 -0.45 0.29 -0.64
H -1.382 -5.239 2.547 0.19 -0.10 -0.30
H -0.514 -6.351 1.466 0.18 0.23 -0.36
C 1.678 6.034 6.735 -0.45 0.28 1.51
O 0.321 5.587 6.800 -0.44 0.99 0.32
C -0.097 5.213 8.136 -0.45 -1.81 -2.09
C -1.469 4.520 8.094 -0.05 1.17 -0.58
N -2.459 5.359 7.342 0.77 -0.74 0.90
C -3.842 4.893 7.461 0.32 0.57 1.18
C -4.731 5.566 6.443 -1.39 -0.42 0.23
O -4.307 5.173 5.195 0.33 -0.62 -1.91
C -5.203 5.594 4.193 0.49 0.83 -0.23
H 2.265 5.177 7.078 0.61 0.24 -0.08
H 1.859 6.913 7.426 -0.18 -0.88 -0.57
H 1.988 6.352 5.737 -0.50 -0.32 -0.04
H -0.248 5.949 8.870 0.75 1.84 0.55
H 0.622 4.450 8.414 0.30 -0.07 0.83
H -1.780 4.442 9.134 -0.19 -0.08 0.10
H -1.304 3.525 7.710 -0.47 -0.53 -0.48
H -2.153 5.312 6.384 -0.14 0.11 -0.43
H -4.240 5.184 8.461 0.37 -0.18 -0.42
H -3.886 3.787 7.430 -0.37 0.30 -0.41
H -4.826 6.667 6.429 0.54 -0.13 0.74
H -5.781 5.204 6.534 0.30 0.05 0.52
H -5.301 6.676 4.220 -0.13 0.54 0.30
H -6.225 5.210 4.301 0.27 -0.47 -0.09
H -4.744 5.446 3.216 -0.23 -0.71 0.04
C 4.257 2.721 3.792 0.29 -0.92 -0.57
O 4.504 1.523 3.025 -0.08 0.43 0.40
C 3.619 0.410 3.260 -0.69 1.66 -0.07
C 4.357 -0.889 3.248 0.13 0.12 -1.28
N 5.533 -0.903 4.072 -0.99 -1.08 -0.58
C 5.149 -0.968 5.468 2.35 -0.46 -0.77
C 6.415 -1.385 6.184 -0.07 -0.81 0.93
O 7.420 -0.448 5.959 1.46 1.20 0.56
C 8.600 -0.656 6.787 -1.07 -0.19 -0.79
H 3.334 3.218 3.556 -0.98 -0.20 -0.24
H 4.985 3.464 3.494 0.64 -0.16 0.09
H 4.291 2.539 4.867 0.14 -0.09 0.05
H 2.843 0.400 2.483 0.06 0.03 0.07
H 3.115 0.571 4.211 -0.06 -0.03 0.34
H 4.637 -1.075 2.194 -0.15 -0.28 0.39
H 3.626 -1.625 3.597 0.24 -0.33 -0.30
H 6.026 -0.057 3.859 0.52 0.37 0.20
H 4.330 -1.661 5.601 -0.08 -0.27 0.16
H 4.894 0.000 5.789 -0.74 1.32 1.00
H 6.805 -2.350 5.850 -0.44 -0.30 -0.24
H 6.216 -1.482 7.249 -0.04 0.04 0.52
H 9.320 0.154 6.649 -0.27 -0.12 -0.46
H 9.045 -1.631 6.525 0.01 0.32 0.23
H 8.320 -0.623 7.837 -0.12 -0.27 0.25
C -5.002 0.070 -6.979 0.84 -2.11 0.72
O -3.773 0.624 -6.471 -1.85 0.53 -0.65
C -3.303 0.158 -5.225 -0.30 0.41 -0.24
C -2.229 1.134 -4.896 1.15 2.08 -0.32
N -2.685 2.564 -4.700 0.30 -1.43 -0.14
C -1.560 3.516 -4.777 -1.12 -0.61 -0.87
C -0.669 3.426 -3.563 -0.24 0.88 0.82
O 0.388 2.465 -3.711 -1.20 0.04 0.59
C 1.491 2.933 -4.433 0.28 -0.33 -0.04
H -5.429 0.723 -7.717 -0.06 0.51 -0.14
H -5.795 -0.251 -6.225 1.13 0.83 -0.47
H -4.701 -0.879 -7.491 -0.50 0.50 0.15
H -2.888 -0.840 -5.383 -0.05 -0.22 0.51
H -4.089 0.186 -4.464 -0.03 -0.31 -0.04
H -1.490 1.131 -5.732 -0.32 -0.13 0.25
H -1.660 0.932 -4.008 0.10 -0.73 0.50
H -3.382 2.789 -5.400 0.17 -0.08 -0.13
H -2.095 4.455 -4.919 0.54 0.48 0.45
H -0.950 3.384 -5.691 -0.09 -0.12 0.14
H -1.329 3.176 -2.699 0.74 -0.39 -0.62
H -0.309 4.447 -3.283 0.41 -0.65 -0.41
H 2.270 2.132 -4.410 -0.60 0.73 -0.10
H 1.837 3.834 -3.945 0.60 0.37 0.11
H 1.228 3.202 -5.464 0.13 -0.22 -0.05
C -1.204 -1.743 2.074 0.92 -1.84 0.90
O -0.236 -1.087 1.347 1.52 0.05 -0.66
C 0.727 -1.992 0.797 0.63 0.33 -0.64
C 1.302 -1.305 -0.427 -1.94 -0.18 -0.97
N 2.124 -0.242 0.001 0.65 0.94 -1.03
C 2.394 0.624 -1.160 2.27 0.30 2.16
C 3.314 1.740 -0.631 -1.02 1.87 -1.66
O 2.517 2.630 0.192 -0.10 -0.79 0.31
C 3.084 3.886 0.535 -0.46 0.02 -0.73
H -1.829 -1.013 2.469 -1.50 1.21 0.40
H -0.748 -2.227 2.972 -0.17 -0.11 -0.45
H -1.732 -2.519 1.488 0.08 0.33 0.14
H 0.232 -2.898 0.520 -0.42 -0.84 -0.17
H 1.571 -2.230 1.470 -0.49 0.16 0.23
H 0.416 -0.859 -0.965 0.34 -0.53 0.14
H 1.807 -1.890 -1.214 -0.03 -0.42 0.82
H 1.540 0.310 0.608 0.02 0.40 0.55
H 1.546 1.040 -1.634 -1.40 0.67 -0.25
H 2.896 0.086 -1.954 0.49 -0.40 0.07
H 3.573 2.347 -1.539 0.41 -0.39 0.58
H 4.209 1.400 -0.105 -0.13 -0.14 0.01
H 4.178 3.775 0.628 -0.37 0.25 0.70
H 2.500 4.304 1.408 1.06 -0.65 -0.65
H 2.923 4.608 -0.295 0.06 -0.26 0.20
C -3.561 -3.011 3.809 -0.43 -1.62 0.12
O -4.826 -2.959 3.191 0.56 -0.10 0.50
C -4.625 -2.252 2.014 -1.34 0.17 -1.53
C -5.975 -1.774 1.497 -0.59 1.93 0.07
N -5.792 -0.886 0.305 -0.83 -0.24 1.16
C -5.815 -1.755 -0.831 -0.60 1.57 -3.09
C -6.018 -0.857 -2.126 0.02 -0.55 0.85
O -7.209 -0.074 -1.919 0.64 -0.46 -0.23
C -7.304 1.137 -2.620 0.38 0.24 -0.75
H -2.821 -3.578 3.248 -0.11 -0.51 -0.37
H -3.666 -3.464 4.774 -0.07 -0.10 0.60
H -3.152 -2.054 3.851 0.62 1.89 0.62
H -4.101 -2.905 1.288 0.02 0.43 0.07
H -4.095 -1.305 2.171 0.48 -0.31 0.04
H -6.400 -1.116 2.303 0.19 -0.99 -0.65
H -6.710 -2.530 1.189 0.27 -0.30 0.70
H -6.591 -0.210 0.249 0.97 -1.07 -0.07
H -6.578 -2.531 -0.830 -0.44 -0.11 0.28
H -4.878 -2.253 -1.005 0.70 -0.26 0.21
H -6.160 -1.460 -3.053 0.30 0.24 0.59
H -5.078 -0.269 -2.188 -0.69 0.15 -0.24
H -6.718 1.919 -2.171 0.38 0.44 0.60
H -8.333 1.439 -2.626 -0.63 0.11 0.20
H -6.988 1.173 -3.680 0.02 -0.83 0.21
C -6.127 2.161 5.462 -3.33 -2.35 1.18
O -5.433 0.944 5.274 -0.11 0.76 1.12
C -5.368 0.491 3.969 0.37 -0.60 -0.81
C -4.412 1.267 3.069 -1.09 0.09 -0.30
N -3.015 0.927 3.236 0.25 0.85 -0.24
C -2.461 1.692 4.376 -0.90 -0.05 0.48
C -0.936 1.832 4.243 -1.77 -1.25 0.52
O -0.436 2.538 5.305 0.10 0.87 1.46
C 0.941 2.755 5.229 0.58 -0.55 -0.41
H -7.023 2.253 4.767 1.24 0.11 0.31
H -5.523 2.993 5.514 1.48 1.93 -0.49
H -6.633 2.085 6.475 0.66 0.03 -0.90
H -6.418 0.494 3.540 1.07 -0.31 0.24
H -4.876 -0.504 4.070 -1.04 0.27 -0.28
H -4.599 2.328 3.191 -0.02 0.70 0.60
H -4.738 1.168 2.040 0.23 -0.79 -0.46
H -2.585 1.257 2.362 0.09 -0.29 0.36
H -2.832 1.192 5.302 0.90 0.07 -0.43
H -2.992 2.669 4.467 0.65 -0.06 -0.29
H -0.723 2.353 3.333 0.36 0.06 -1.05
H -0.550 0.810 4.296 0.37 -0.12 -0.64
H 1.204 3.412 4.404 -0.14 0.51 -0.29
H 1.498 1.813 4.961 -0.41 0.54 0.81
H 1.248 3.244 6.159 0.12 -0.44 -0.19
C -1.532 5.097 3.087 0.41 0.23 1.29
O -1.364 4.377 1.909 -1.34 -1.14 -0.61
C -2.646 3.881 1.464 0.11 2.75 -1.15
C -2.505 3.280 0.100 0.58 -2.35 0.18
N -2.250 1.779 0.139 -1.75 2.67 0.84
C -2.380 1.117 -1.107 1.44 -0.31 -1.40
C -2.479 -0.411 -0.842 1.19 1.49 -1.24
O -2.632 -1.028 -2.124 0.63 -1.30 0.81
C -2.017 -2.356 -2.106 -0.86 1.79 -1.96
H -0.497 5.358 3.342 -0.47 0.40 0.41
H -1.944 4.438 3.878 0.20 0.40 -0.13
H -2.206 6.006 3.052 0.69 -0.77 -0.46
H -3.230 4.818 1.333 -0.08 -0.24 -0.17
H -3.256 3.350 2.170 0.44 -0.84 0.62
H -1.803 3.877 -0.466 0.87 -0.05 -0.02
H -3.368 3.352 -0.506 -1.50 0.26 -0.17
H -1.362 1.632 0.509 1.91 -0.40 0.74
H -1.481 1.376 -1.768 -0.87 -0.80 0.52
H -3.224 1.546 -1.674 -0.10 -0.56 0.29
H -3.329 -0.539 -0.199 -0.59 -0.48 0.39
H -1.538 -0.783 -0.360 -0.95 0.55 -0.27
H -2.015 -2.775 -1.135 0.19 -0.45 1.04
H -1.038 -2.313 -2.600 0.18 0.03 0.53
H -2.642 -2.926 -2.768 -0.31 -0.69 -0.17
```
Forces are in eV/Å.

Summary:
- E: -4427.77752 Ha
- Spin multiplicity: 1
- Molar mass: 1331.91 g/mol